This record from OMol25 describes a cluster of 7 separate species, C51H104N3O8 in total at a distorted geometry. The level of theory is wB97M-V/def2-TZVPD.

As for the calculated total energy: -2770.9444 hartree. The lowest unoccupied orbital energy comes out at -3.273 eV. The calculation puts the HOMO energy at -10.48 eV. As for the charge: +1.

Element x y z (Å)
1 C -1.747906 0.847727 4.319840
2 C -0.572221 1.991362 4.546530
3 C -0.949864 3.472035 3.951171
4 C 0.375912 4.307533 3.366646
5 C 0.769822 3.560497 1.943142
6 C 2.062345 4.213689 1.175574
7 C 2.798336 3.232675 0.088757
8 C 1.905608 1.955349 -0.417432
9 C 0.661496 2.335574 -1.425107
10 C -0.759545 1.679555 -0.834023
11 C -0.830234 0.153605 -1.394415
12 C -1.953775 -0.827952 -0.742939
13 C -1.133633 -2.225917 -0.328491
14 C -2.107087 -3.518555 -0.092842
15 C -1.338146 -4.929310 0.225473
16 C 0.014590 -4.811814 1.134253
17 C 0.036367 -5.811790 2.460034
18 O -1.017393 -5.520844 3.444587
19 C -0.883904 -4.179345 4.032078
20 C -0.945614 -4.123832 5.668631
21 C -3.078418 -1.105224 -1.949851
22 N -4.393477 -1.638091 -1.437199
23 C -4.995924 -0.624947 -0.490777
24 N -6.395729 -0.583020 -0.439044
25 O -7.048044 0.238700 0.400063
26 C -7.874268 -0.472505 1.387762
27 C -7.457324 0.168235 2.874394
28 C -8.404365 -0.367216 4.101500
29 C -10.003988 -0.129144 3.823246
30 N -4.118613 0.290039 0.330920
31 C -4.087386 1.714394 -0.177085
32 C -2.738025 -0.282120 0.577452
33 H -2.120256 0.429315 5.370777
34 H -2.698275 1.272775 3.765016
35 H -1.351568 -0.099087 3.710762
36 H 0.428007 1.532344 4.120017
37 H -0.432101 2.106596 5.705586
38 H -1.686050 3.301102 3.027104
39 H -1.562846 4.104724 4.731977
40 H 0.019599 5.420415 3.131996
41 H 1.275736 4.285183 4.118425
42 H 0.853408 2.415362 2.172304
43 H -0.169280 3.720620 1.231646
44 H 2.859326 4.658172 1.945098
45 H 1.649465 5.150530 0.565238
46 H 3.765465 2.786465 0.628427
47 H 3.214744 3.850001 -0.831381
48 H 1.488828 1.266949 0.431994
49 H 2.642631 1.269193 -1.058225
50 H 0.857049 2.023786 -2.544759
51 H 0.528524 3.500507 -1.373110
52 H -0.688855 1.800787 0.327520
53 H -1.615282 2.342979 -1.316909
54 H 0.251029 -0.312923 -1.292479
55 H -1.027954 0.224064 -2.568430
56 H -0.421058 -2.455004 -1.233204
57 H -0.504621 -1.915508 0.637052
58 H -2.794142 -3.726596 -1.046724
59 H -2.885585 -3.359327 0.798247
60 H -1.078640 -5.575658 -0.727159
61 H -2.108208 -5.593273 0.851415
62 H 0.928332 -5.127577 0.434490
63 H 0.271867 -3.743811 1.532614
64 H 1.088222 -5.600397 2.984074
65 H 0.087627 -6.941406 2.116825
66 H 0.128144 -3.639006 3.709282
67 H -1.747509 -3.516486 3.554891
68 H -0.287792 -4.979765 6.120208
69 H -0.440810 -3.090965 5.990216
70 H -2.060908 -4.114007 6.026481
71 H -2.598734 -1.981763 -2.603319
72 H -3.213223 -0.178871 -2.658756
73 H -5.079136 -1.695493 -2.243393
74 H -6.998999 -1.214357 -1.046888
75 H -8.994564 -0.111877 1.214727
76 H -7.796885 -1.639460 1.353720
77 H -6.313680 -0.124927 3.015552
78 H -7.494830 1.357597 2.863194
79 H -8.128926 0.265389 5.073526
80 H -8.111339 -1.501630 4.296533
81 H -10.554068 0.280891 4.777002
82 H -10.448118 -1.143180 3.415064
83 H -10.130745 0.680567 2.956958
84 H -3.202050 2.298569 0.364363
85 H -3.909913 1.828339 -1.332641
86 H -5.079037 2.256589 0.199969
87 H -2.156133 0.480983 1.246047
88 H -2.918144 -1.233975 1.277186
89 C -8.565124 5.412910 0.759110
90 C -8.372567 4.058738 1.391464
91 C -7.173664 4.293575 2.284281
92 O -7.220335 5.668283 2.690637
93 C -8.200401 6.346410 1.892610
94 H -9.575520 5.580148 0.377519
95 H -7.859391 5.538815 -0.070605
96 H -9.248364 3.806158 2.000778
97 H -8.215237 3.254117 0.668728
98 H -6.236169 4.137623 1.740088
99 H -7.175929 3.648314 3.167510
100 H -9.066469 6.552255 2.531036
101 H -7.793719 7.297767 1.538746
102 C 7.073838 5.915472 -1.875911
103 C 7.503579 4.717845 -2.683219
104 C 6.576151 3.639004 -2.167835
105 O 5.357100 4.288124 -1.780947
106 C 5.579382 5.705044 -1.768268
107 H 7.337702 6.872011 -2.334047
108 H 7.529815 5.874440 -0.879549
109 H 7.310755 4.899337 -3.747154
110 H 8.560145 4.464187 -2.565577
111 H 6.990396 3.149479 -1.280068
112 H 6.363296 2.874436 -2.920557
113 H 5.055622 6.132916 -2.630030
114 H 5.159332 6.136086 -0.855332
115 C 3.808876 3.869330 -6.619388
116 C 5.030196 3.282726 -7.278938
117 C 6.029750 4.412108 -7.156352
118 O 5.700073 5.131598 -5.960203
119 C 4.415495 4.688426 -5.501192
120 H 3.099385 3.118945 -6.261582
121 H 3.286587 4.527488 -7.323930
122 H 5.377593 2.412866 -6.709082
123 H 4.864359 2.970096 -8.312996
124 H 5.948418 5.108022 -7.998049
125 H 7.061690 4.054112 -7.098044
126 H 4.573216 4.079600 -4.604259
127 H 3.801473 5.552536 -5.232900
128 C -3.702477 -9.657411 2.038239
129 C -3.525511 -9.986097 0.578314
130 C -3.208693 -8.630832 -0.015424
131 O -2.534103 -7.878113 1.002156
132 C -2.663872 -8.577289 2.247766
133 H -3.565322 -10.515073 2.701629
134 H -4.705892 -9.249049 2.207758
135 H -2.669442 -10.659146 0.450922
136 H -4.401113 -10.456764 0.124102
137 H -4.123000 -8.089512 -0.280717
138 H -2.574119 -8.700270 -0.903655
139 H -1.686942 -9.008598 2.491925
140 H -2.942404 -7.874543 3.037866
141 C 11.873838 5.985389 -4.276619
142 C 12.303579 4.787762 -5.083926
143 C 11.376151 3.708921 -4.568543
144 O 10.157100 4.358041 -4.181654
145 C 10.379382 5.774961 -4.168975
146 H 12.137702 6.941928 -4.734755
147 H 12.329815 5.944357 -3.280256
148 H 12.110755 4.969254 -6.147861
149 H 13.360145 4.534104 -4.966285
150 H 11.790396 3.219397 -3.680775
151 H 11.163296 2.944353 -5.321265
152 H 9.855622 6.202833 -5.030737
153 H 9.959332 6.206003 -3.256040
154 C 3.668675 -9.480134 0.961188
155 C 3.596529 -8.846678 -0.404192
156 C 2.618155 -7.714931 -0.177094
157 O 2.768871 -7.302227 1.188221
158 C 3.566019 -8.277754 1.873883
159 H 4.577030 -10.064833 1.127012
160 H 2.804462 -10.138141 1.111190
161 H 4.578319 -8.442543 -0.677763
162 H 3.278198 -9.534264 -1.191850
163 H 1.584362 -8.049945 -0.312746
164 H 2.799351 -6.864623 -0.840876
165 H 4.550738 -7.834550 2.058089
166 H 3.106402 -8.519133 2.836265

Forces on atoms 1 to 2 (eV/Å):
C -0.26 -0.48 0.37
C -0.22 -0.37 0.60